(1)
{"formula": "C39H57BCl3Ge2IrN6", "method": "wB97M-V/def2-TZVPD", "total_charge": 3, "spin_multiplicity": 6, "max_force_ev_per_a": 1.84, "s_squared": 8.779, "molar_mass_g_mol": 1064.5, "elements": ["Ir", "C", "C", "C", "C", "C", "C", "C", "C", "C", "N", "N", "B", "N", "N", "C", "C", "C", "C", "C", "C", "C", "C", "C", "N", "N", "C", "C", "C", "C", "C", "C", "C", "C", "C", "H", "H", "H", "H", "H", "H", "H", "H", "H", "H", "H", "H", "H", "H", "H", "H", "H", "H", "H", "H", "H", "H", "H", "H", "H", "H", "H", "H", "H", "H", "H", "H", "H", "H", "H", "H", "H", "H", "H", "H", "H", "H", "H", "H", "H", "H", "Cl", "Ge", "Cl", "Cl", "Ge", "C", "C", "C", "C", "C", "C", "C", "C", "C", "C", "C", "C", "H", "H", "H", "H", "H", "H", "H", "H", "H", "H", "H"], "positions_angstrom": [[-0.23, -0.10, -0.99], [-0.36, 3.39, 1.02], [-1.26, 2.44, 1.84], [-2.66, 2.26, 1.25], [-0.56, 1.13, 2.05], [-0.09, 0.74, 3.28], [0.50, -0.51, 3.12], [1.16, -1.23, 4.27], [0.77, -2.70, 4.44], [2.68, -1.04, 4.22], [0.37, -0.85, 1.83], [-0.28, 0.15, 1.15], [1.00, -2.09, 1.08], [-0.09, -2.82, 0.25], [-0.89, -2.10, -0.61], [-1.76, -2.93, -1.21], [-1.53, -4.20, -0.74], [-0.48, -4.12, 0.18], [0.04, -5.39, 0.81], [0.50, -5.37, 2.26], [1.09, -6.02, -0.13], [-2.82, -2.59, -2.22], [-2.40, -3.07, -3.61], [-3.21, -1.12, -2.24], [2.13, -1.50, 0.16], [1.83, -0.38, -0.57], [2.96, 0.12, -1.12], [4.00, -0.70, -0.74], [3.46, -1.72, 0.05], [4.35, -2.83, 0.56], [3.84, -3.81, 1.60], [4.89, -3.61, -0.66], [3.04, 1.31, -2.04], [4.40, 1.99, -1.91], [1.94, 2.35, -1.82], [-1.88, 4.72, 0.29], [0.61, 3.47, 1.52], [-0.21, 2.96, 0.03], [-1.36, 2.85, 2.84], [-2.59, 1.83, 0.25], [-3.25, 1.59, 1.87], [-3.20, 3.21, 1.20], [-0.18, 1.29, 4.21], [0.80, -0.70, 5.15], [1.46, -3.36, 3.93], [0.81, -2.95, 5.50], [-0.25, -2.89, 4.09], [3.09, -1.40, 3.28], [2.96, 0.01, 4.34], [3.14, -1.61, 5.04], [1.47, -2.82, 1.87], [-2.06, -5.10, -1.01], [-0.82, -6.05, 0.78], [1.46, -4.89, 2.40], [-0.24, -4.88, 2.90], [0.60, -6.40, 2.61], [1.96, -5.38, -0.24], [1.40, -6.98, 0.26], [0.67, -6.17, -1.13], [-3.70, -3.17, -1.92], [-1.50, -2.56, -3.95], [-2.20, -4.14, -3.62], [-3.20, -2.88, -4.33], [-2.37, -0.50, -2.57], [-4.03, -0.97, -2.93], [-3.53, -0.80, -1.25], [5.04, -0.59, -1.00], [5.21, -2.31, 0.99], [3.00, -4.39, 1.22], [4.63, -4.51, 1.85], [3.53, -3.31, 2.52], [4.08, -4.13, -1.18], [5.38, -2.96, -1.38], [5.61, -4.35, -0.32], [2.94, 0.92, -3.06], [4.57, 2.31, -0.88], [5.22, 1.34, -2.20], [4.44, 2.87, -2.55], [2.14, 2.92, -0.91], [1.89, 3.02, -2.67], [0.95, 1.87, -1.72], [-1.58, 2.07, -4.34], [-0.33, -0.06, -5.60], [0.37, -0.57, -3.37], [1.40, 1.08, -6.10], [-1.96, 2.80, -2.32], [-4.01, 3.01, -2.29], [-4.78, 2.36, -1.34], [-6.15, 2.58, -1.37], [-6.70, 3.45, -2.31], [-5.89, 4.10, -3.23], [-4.51, 3.90, -3.22], [-0.93, 4.84, 0.84], [-0.06, 5.63, -0.06], [0.34, 6.89, 0.24], [-0.05, 7.47, 1.47], [-0.84, 6.77, 2.40], [-1.26, 5.51, 2.11], [-1.28, 1.15, -1.35], [-4.36, 1.69, -0.61], [-6.78, 2.07, -0.65], [-7.76, 3.61, -2.33], [-6.31, 4.78, -3.96], [-3.88, 4.42, -3.94], [0.22, 5.16, -0.99], [0.95, 7.46, -0.45], [0.28, 8.47, 1.70], [-1.11, 7.24, 3.33], [-1.88, 4.98, 2.81]]}

(2)
{"formula": "C39H59BBrN13O", "method": "wB97M-V/def2-TZVPD", "total_charge": 0, "max_force_ev_per_a": 8.93, "molar_mass_g_mol": 816.7, "elements": ["C", "C", "Br", "C", "B", "C", "C", "C", "O", "C", "C", "C", "C", "C", "C", "C", "H", "H", "H", "H", "H", "H", "H", "H", "H", "H", "H", "H", "H", "H", "H", "H", "H", "H", "H", "H", "C", "C", "N", "H", "H", "H", "C", "C", "N", "H", "H", "H", "C", "C", "N", "H", "H", "H", "C", "C", "N", "H", "H", "H", "C", "C", "N", "H", "H", "H", "C", "C", "N", "H", "H", "H", "C", "C", "N", "H", "H", "H", "C", "C", "N", "H", "H", "H", "C", "C", "N", "H", "H", "H", "C", "C", "N", "H", "H", "H", "C", "C", "N", "H", "H", "H", "C", "C", "N", "H", "H", "H", "C", "C", "N", "H", "H", "H"], "positions_angstrom": [[0.26, -0.73, 2.12], [0.70, 0.41, 1.07], [1.09, 2.03, 2.19], [2.00, 0.02, 0.25], [1.75, -0.93, -1.04], [0.87, -2.28, -1.05], [-0.63, -1.84, -1.41], [-1.52, -3.16, -1.49], [-0.54, -1.10, -2.63], [-1.69, -0.30, -2.89], [-1.69, 0.95, -1.92], [-0.57, 1.94, -1.91], [-0.68, 3.04, -0.90], [-1.84, 3.12, 0.04], [-2.96, 2.13, 0.01], [-2.86, 1.04, -0.98], [-0.87, -0.68, 2.20], [0.62, -1.74, 1.77], [0.74, -0.46, 3.10], [-0.20, 0.60, 0.43], [2.80, -0.44, 0.93], [2.46, 0.99, -0.12], [2.29, -0.59, -2.05], [0.85, -2.82, -0.06], [1.25, -2.95, -1.88], [-0.99, -1.26, -0.52], [-0.96, -3.97, -0.94], [-1.75, -3.51, -2.54], [-2.47, -3.01, -0.89], [-1.56, 0.12, -3.94], [-2.67, -0.86, -2.90], [0.30, 1.84, -2.61], [0.14, 3.80, -0.82], [-1.84, 3.96, 0.79], [-3.81, 2.20, 0.73], [-3.67, 0.25, -1.01], [-6.01, 0.69, 3.55], [-5.29, 0.06, 2.42], [-4.73, -0.43, 1.53], [-6.27, 1.71, 3.30], [-6.92, 0.13, 3.77], [-5.38, 0.69, 4.45], [3.85, 4.71, 1.30], [3.15, 5.33, 0.15], [2.61, 5.81, -0.75], [3.44, 3.72, 1.49], [4.91, 4.63, 1.09], [3.71, 5.33, 2.19], [2.64, -5.89, 0.31], [1.32, -5.36, 0.74], [0.29, -4.94, 1.07], [3.41, -5.14, 0.47], [2.88, -6.78, 0.89], [2.61, -6.15, -0.75], [-6.70, 2.02, -1.23], [-7.10, 2.37, 0.16], [-7.42, 2.64, 1.23], [-7.52, 2.22, -1.91], [-5.84, 2.61, -1.53], [-6.44, 0.96, -1.28], [-6.97, 6.15, -3.32], [-7.01, 4.67, -3.43], [-7.04, 3.52, -3.51], [-5.94, 6.48, -3.17], [-7.36, 6.60, -4.24], [-7.57, 6.48, -2.48], [4.82, -2.66, 2.65], [4.80, -4.13, 2.52], [4.78, -5.28, 2.41], [5.84, -2.31, 2.78], [4.40, -2.20, 1.75], [4.23, -2.35, 3.51], [5.63, -0.99, 6.32], [4.94, -0.39, 5.14], [4.39, 0.09, 4.23], [5.24, -1.98, 6.52], [6.71, -1.07, 6.08], [5.51, -0.37, 7.19], [1.60, 0.17, 8.18], [2.85, -0.35, 7.57], [3.83, -0.76, 7.09], [1.33, 1.12, 7.71], [0.79, -0.55, 8.04], [1.75, 0.33, 9.25], [5.50, 8.32, 2.33], [4.63, 7.77, 3.40], [3.96, 7.34, 4.23], [6.03, 7.50, 1.83], [4.89, 8.84, 1.59], [6.23, 9.01, 2.75], [-5.47, 1.30, -6.06], [-4.03, 1.27, -6.42], [-2.91, 1.25, -6.69], [-5.73, 0.42, -5.47], [-5.70, 2.20, -5.49], [-6.08, 1.30, -6.97], [6.36, -7.06, -0.79], [5.96, -5.69, -1.20], [5.65, -4.63, -1.53], [7.45, -7.16, -0.85], [6.05, -7.24, 0.24], [5.90, -7.80, -1.44], [6.08, -4.46, -5.31], [7.32, -4.96, -5.96], [8.28, -5.35, -6.46], [5.78, -3.51, -5.75], [5.27, -5.18, -5.45], [6.25, -4.32, -4.24], [-8.95, -1.01, -3.36], [-7.50, -1.04, -3.71], [-6.38, -1.06, -3.99], [-9.20, -1.89, -2.76], [-9.17, -0.12, -2.78], [-9.55, -1.01, -4.27]]}

no.,electronic energy (a.u.)
1,-7511.49183
2,-4907.07626